Record 1
Molecular formula: C15H40OP2SiW
Method: DFT, the ωB97M-V functional and the def2-TZVPD basis

Atoms and positions in Å:
W: -0.12854 0.00241 -0.10297
Si: -0.86876 1.58275 1.50598
P: -1.40377 -1.56122 1.16287
P: 1.13427 2.02986 -0.86653
H: -1.96673 -0.53146 -0.91373
C: -1.38568 -3.16761 0.27182
H: -2.08086 -3.85000 0.79209
H: -0.36898 -3.59230 0.26320
H: -1.71859 -3.04138 -0.77024
C: -3.20670 -1.21608 1.35251
H: -3.66197 -2.12123 1.79338
H: -3.67401 -1.01047 0.37745
H: -3.34592 -0.33565 2.00064
C: -0.95503 -2.02957 2.85466
H: -1.67926 -2.76298 3.22049
H: -0.96795 -1.16006 3.51001
H: 0.04382 -2.46499 2.89431
C: 1.86344 1.59079 -2.49822
H: 2.32447 2.51102 -2.90044
H: 1.06093 1.24635 -3.17839
H: 2.61611 0.79348 -2.37256
C: 0.10390 3.48878 -1.30701
H: 0.79446 4.20210 -1.79145
H: -0.35051 3.90284 -0.39138
H: -0.69052 3.18295 -2.01077
C: 2.52021 2.75081 0.06218
H: 2.92261 3.56414 -0.55391
H: 3.28663 1.98850 0.24425
H: 2.15004 3.13629 1.01696
C: -2.50582 2.35663 0.93555
H: -3.25960 1.59567 0.70998
H: -2.34517 2.99956 0.06260
H: -2.82731 2.95801 1.80120
H: -1.28857 1.12439 2.88471
H: -0.09596 2.83357 1.80330
C: -1.93611 0.03580 -2.05585
O: -0.78413 0.85802 -2.06819
C: -1.74661 -1.05598 -3.14773
H: -2.60065 -0.98990 -3.83873
H: -1.77602 -2.05175 -2.70684
H: -0.78294 -0.92418 -3.65782
C: -3.09307 1.00116 -2.49831
H: -2.65727 1.60121 -3.30326
H: -3.45245 1.68801 -1.72759
H: -3.98359 0.50599 -2.86916
C: 2.78304 -1.35553 -0.46883
C: 2.55413 -1.28746 1.04170
C: 2.48029 -2.68823 1.62786
C: 3.82250 -0.67988 1.69341
C: 1.29893 -0.52142 1.35693
H: 3.46046 -2.18407 -0.68988
H: 3.28141 -0.45316 -0.84996
H: 1.84241 -1.56132 -1.04195
H: 3.39026 -3.26420 1.41066
H: 2.37863 -2.63853 2.72112
H: 1.64501 -3.25656 1.22139
H: 4.00929 0.34454 1.37904
H: 3.74768 -0.70602 2.78662
H: 4.71041 -1.25126 1.42524
H: 1.36375 -0.16117 2.39756

Atomic forces in eV per Å
W 0.9 0.8 -3.8
Si -1.6 2.2 2.3
P -1.6 -1.1 2.0
P 0.4 1.3 -0.4
H -0.4 0.7 -1.4
C 0.2 0.1 -0.3
H 0.3 0.3 -0.2
H -0.4 0.1 0.0
H 0.1 -0.1 0.4
C 0.3 0.0 -0.2
H 0.1 0.5 -0.1
H 0.1 -0.1 0.3
H 0.0 -0.5 -0.1
C 0.2 0.0 0.1
H 0.1 0.1 -0.1
H -0.1 0.0 0.0
H -0.1 -0.1 -0.1
C -0.1 -0.4 0.0
H -0.1 -0.4 0.2
H 0.6 0.3 0.4
H -0.3 0.5 -0.2
C -0.1 -0.4 0.2
H -0.4 -0.1 0.3
H 0.3 0.1 -0.5
H 0.5 0.2 0.4
C -0.2 -0.3 0.0
H 0.0 -0.1 0.3
H -0.1 0.3 -0.1
H 0.2 0.0 -0.1
C 0.1 -0.3 -0.5
H 0.0 0.3 0.0
H -0.3 -0.1 0.2
H 0.1 -0.2 -0.3
H 0.5 -0.4 -0.4
H 0.4 -0.5 -0.2
C 1.1 0.8 -1.7
O 0.5 -2.4 3.3
C -0.6 -0.2 0.7
H 0.6 -0.1 0.0
H 0.0 -0.1 -0.1
H -0.4 0.1 0.1
C -0.2 -0.2 1.3
H 0.0 -0.3 0.1
H 0.4 -0.1 0.1
H 0.1 -0.4 -0.1
C 0.0 -0.2 -0.3
C 0.8 0.4 -0.6
C -0.5 -0.8 0.6
C -0.3 0.5 0.4
C 0.4 0.5 -1.3
H -0.1 0.0 -0.2
H -0.4 -0.2 0.1
H 0.3 0.1 0.2
H -0.1 0.4 0.0
H 0.0 -0.1 -0.2
H -0.1 -0.1 0.0
H -0.1 0.1 0.0
H 0.0 0.1 -0.2
H -0.1 -0.2 -0.2
H -0.6 -0.3 -0.2

Frontier orbital gap (alpha / beta) ... 0.24746 / 0.24494 Ha
Highest occupied orbital energy (alpha / beta) ... -15.236 / -15.647 eV
Total charge ... +2

=====

Record 2
Molecular formula: C15H41BBrN3O3
Method: DFT, the ωB97M-V functional and the def2-TZVPD basis

Atoms and positions in Å:
C: -6.22733 -3.66270 -4.81737
O: -5.91341 -2.57863 -3.95643
C: -5.55112 -2.96573 -2.62688
C: -4.07975 -3.41806 -2.47328
C: -3.81438 -4.82269 -3.00609
N: -3.15738 -2.47604 -3.12412
H: -6.72031 -4.48313 -4.28709
H: -5.32219 -4.01748 -5.31407
H: -6.90455 -3.29615 -5.59331
H: -5.69411 -2.06801 -2.01226
H: -6.24773 -3.71858 -2.23985
H: -3.85427 -3.43156 -1.39853
H: -3.76253 -4.85739 -4.09791
H: -2.85416 -5.19561 -2.63109
H: -4.59200 -5.52072 -2.67809
H: -3.27159 -1.55706 -2.69455
H: -3.49092 -2.33792 -4.08285
C: 2.94022 4.74905 0.74494
O: 3.10819 3.61130 -0.08711
C: 3.90549 3.84429 -1.25281
C: 5.43117 3.79480 -1.00187
C: 5.97814 5.04462 -0.31917
N: 5.80766 2.61319 -0.21205
H: 2.88618 5.67827 0.16965
H: 3.74970 4.79820 1.47582
H: 2.00534 4.63057 1.29904
H: 3.65122 3.03359 -1.94721
H: 3.60711 4.77714 -1.74536
H: 5.91977 3.72160 -1.98269
H: 5.75350 5.07397 0.75072
H: 7.06950 5.08252 -0.41511
H: 5.57324 5.95249 -0.77888
H: 5.52501 1.77531 -0.72212
H: 5.21118 2.60199 0.62077
C: 0.20870 -2.56019 2.68587
O: 0.42493 -1.15783 2.64553
C: -0.06020 -0.45193 3.79235
C: 0.88972 -0.48929 5.01275
C: 0.86866 -1.81803 5.76196
N: 2.27379 -0.17870 4.62593
H: -0.72978 -2.82016 3.18486
H: 1.05127 -3.05259 3.17523
H: 0.16679 -2.92792 1.65724
H: -0.15748 0.59314 3.47228
H: -1.06961 -0.78904 4.05559
H: 0.54811 0.28341 5.71442
H: 1.42446 -2.60416 5.24324
H: 1.32897 -1.70369 6.75026
H: -0.15821 -2.16767 5.91300
H: 2.29626 0.75451 4.21276
H: 2.51624 -0.79505 3.84437
C: 0.60338 -0.11663 -0.49418
C: 0.20364 1.34601 -1.11725
C: -1.23870 1.82751 -0.43532
B: -2.48493 0.94407 -1.10814
Br: -3.69163 -0.17481 0.10013
H: 0.96132 -0.86087 -1.32336
H: 1.50361 0.06822 0.25179
H: -0.23883 -0.64161 0.12779
H: 0.05917 1.35544 -2.29209
H: 0.98918 2.17366 -0.77206
H: -1.40238 2.97528 -0.67856
H: -1.13905 1.63138 0.72353
H: -2.61230 0.98209 -2.29269

Atomic forces in eV per Å
C 0.1 0.3 -0.2
O -0.1 -0.4 0.5
C 0.2 0.4 0.0
C -0.2 0.1 -0.4
C 0.2 -0.3 0.1
N -0.3 0.2 0.0
H 0.1 0.0 0.0
H -0.1 -0.2 0.0
H 0.0 0.1 0.1
H 0.1 -0.1 -0.2
H 0.0 -0.1 -0.1
H -0.1 0.1 -0.1
H -0.1 0.1 0.1
H -0.1 0.1 -0.1
H 0.1 0.1 -0.1
H 0.1 -0.2 0.0
H 0.2 -0.1 0.3
C -0.1 -0.3 0.2
O 0.1 0.4 -0.5
C 0.0 -0.4 0.0
C -0.3 0.0 0.3
C 0.3 0.2 0.0
N -0.4 -0.1 -0.1
H 0.1 0.0 0.0
H 0.0 0.2 0.0
H 0.0 -0.1 -0.1
H 0.0 0.0 0.2
H 0.0 0.1 0.1
H -0.2 -0.1 0.1
H 0.0 -0.1 -0.1
H -0.2 -0.1 0.0
H 0.0 -0.1 0.1
H 0.2 0.1 0.1
H 0.3 0.0 -0.2
C 0.3 0.1 -0.3
O -0.4 0.1 0.5
C 0.2 0.2 -0.1
C 0.1 -0.3 -0.3
C 0.0 -0.1 0.3
N -0.2 0.1 -0.3
H 0.1 0.0 0.1
H -0.1 -0.2 0.1
H 0.0 0.1 0.0
H 0.1 -0.1 -0.1
H 0.0 -0.2 0.0
H 0.0 0.0 -0.2
H -0.1 0.2 0.0
H 0.0 0.0 -0.2
H 0.1 0.0 0.0
H 0.1 -0.1 0.2
H 0.0 0.1 0.3
C 0.9 0.1 0.1
C -0.8 0.5 0.6
C 0.1 -0.5 0.0
B 1.3 0.8 1.9
Br 1.0 0.9 -1.3
H -0.7 1.4 1.5
H -1.9 -0.6 -1.5
H 1.4 1.2 -1.3
H 0.6 -0.1 2.4
H -1.5 -2.0 -1.1
H 0.3 -2.3 0.6
H -0.3 0.7 -2.3
H -0.4 -0.3 0.2

Frontier orbital gap ... 0.34059 Ha
Structure (SMILES) ... COC[C@@H](C)N.COC[C@@H](C)N.COC[C@@H](C)N.CCCBBr
Highest occupied orbital energy ... -9.132 eV
Total charge ... 0

=====

Record 3
Molecular formula: C15H42N10O10Zn2
Method: DFT, the ωB97M-V functional and the def2-TZVPD basis

Atoms and positions in Å:
Zn: 0.82981 -2.42140 0.64254
Zn: -0.76389 0.33624 2.80020
C: 0.10872 -0.14007 0.48096
O: 1.17097 -0.55290 0.10797
O: -0.13742 0.96991 0.89084
O: -0.40512 -0.93013 1.26811
C: -2.59449 3.55926 -0.95000
O: -2.00652 4.35379 -0.24006
N: -2.94033 3.87137 -2.13978
N: -2.57778 2.27343 -0.75827
H: -2.97853 3.15217 -2.84788
H: -2.84395 4.86059 -2.31937
H: -2.71022 1.67925 -1.56419
H: -1.83990 1.99522 -0.12722
C: 3.10088 1.35717 -2.58846
O: 4.01966 1.96211 -3.07598
N: 3.23642 0.34999 -1.71970
N: 1.81831 1.62559 -2.72835
H: 2.49557 -0.09563 -1.19752
H: 4.11740 -0.09901 -1.51387
H: 1.62385 2.36161 -3.39210
H: 1.23569 1.37018 -1.94387
C: 4.83254 -0.20588 1.35232
O: 5.13582 -0.18723 0.15311
N: 5.79536 -0.33401 2.26627
N: 3.62660 -0.06964 1.79682
H: 6.75780 -0.28823 1.96343
H: 5.45632 -0.42099 3.21368
H: 2.89723 -0.07170 1.09816
H: 3.37275 -0.08758 2.77424
C: 2.00683 4.17521 0.24784
O: 2.18960 5.16762 -0.43560
N: 2.90039 3.22443 0.37300
N: 0.83872 3.87330 0.71478
H: 2.57437 2.45812 0.94447
H: 3.86864 3.40590 0.15013
H: 0.61081 2.90388 0.88323
H: -0.01935 4.37536 0.53663
C: 3.65057 -3.91380 -0.55907
O: 2.44676 -3.12108 -0.61110
C: 1.98942 -2.94237 -2.03113
C: 0.56199 -2.48063 -2.23150
N: -0.39868 -2.84265 -1.12301
C: -0.86127 -4.22517 -1.29658
C: -1.89020 -4.22782 -2.44134
O: -3.04494 -3.42159 -2.29730
C: -3.97877 -3.48139 -3.38646
H: 3.72146 -4.83339 -1.13996
H: 3.78241 -4.17506 0.49091
H: 4.55232 -3.32289 -0.71955
H: 2.13147 -3.85235 -2.61411
H: 2.62393 -2.21377 -2.53575
H: 0.25563 -2.76804 -3.23730
H: 0.44305 -1.40189 -2.33289
H: -1.17100 -2.26630 -1.42540
H: -1.32807 -4.58101 -0.37812
H: -0.01178 -4.80829 -1.65217
H: -2.24818 -5.25652 -2.48275
H: -1.51686 -3.95993 -3.42975
H: -4.37209 -4.49389 -3.29572
H: -3.49027 -3.47741 -4.36086
H: -4.54152 -2.54790 -3.38332
C: -4.94433 0.32365 2.87639
C: -3.48676 0.60725 2.68477
C: -3.12153 2.09990 2.97968
O: -1.68101 2.23763 3.06661
C: -1.23047 3.51378 3.40285
N: -2.58463 -0.25504 3.41956
H: -5.29273 0.60585 3.86991
H: -4.96819 -0.76333 2.79894
H: -5.51658 0.75396 2.05452
H: -3.02554 0.45132 1.70955
H: -3.51109 2.39457 3.95412
H: -3.57005 2.75446 2.23237
H: -1.66896 3.51620 4.40076
H: -1.61482 4.36113 2.83508
H: -0.17609 3.76602 3.51582
H: -2.77469 -1.22080 3.19309
H: -2.94164 -0.28875 4.36376

Atomic forces in eV per Å
Zn 0.0 -0.5 -2.1
Zn -1.1 1.3 -1.0
C 2.3 2.5 3.6
O 5.3 -1.1 -5.8
O -1.4 7.6 -1.1
O -5.8 -9.1 5.3
C 3.3 1.8 0.5
O -0.4 0.8 2.3
N -2.1 1.9 -3.9
N -0.1 -4.9 2.0
H -0.3 0.8 -0.2
H -0.1 -0.2 -0.8
H -0.1 0.0 0.3
H -0.1 -0.2 0.0
C 1.8 0.0 1.0
O 0.5 0.1 -1.0
N 1.2 -3.0 1.5
N -2.9 1.0 -1.4
H -0.1 0.6 -0.6
H 0.2 0.9 -0.1
H -0.5 0.2 0.6
H -0.3 0.6 -0.5
C 4.6 -0.1 -3.0
O -0.6 -0.4 0.6
N -0.2 -0.2 1.3
N -4.7 0.0 1.2
H -0.2 -0.1 0.4
H 1.2 0.1 0.1
H 0.1 0.2 0.1
H 0.3 0.1 -0.3
C 1.1 3.0 -3.7
O 0.5 0.9 0.3
N 1.7 -2.3 1.0
N -4.9 -1.8 2.8
H 1.1 -0.1 -0.1
H -0.2 -0.3 0.0
H 0.3 0.1 0.0
H 0.5 0.6 -0.5
C 1.3 0.1 1.8
O -1.4 -0.1 -1.7
C 0.6 0.0 -0.1
C -0.3 1.1 0.6
N 1.7 -0.1 -0.7
C -1.2 0.8 -1.2
C -1.3 -1.3 -0.7
O 0.9 1.4 1.4
C 1.5 -0.6 0.0
H -0.8 0.2 -0.3
H -0.3 -0.3 0.0
H -0.3 0.4 -0.7
H 0.2 -0.5 0.7
H 0.3 0.2 0.4
H -0.2 -0.8 0.2
H 0.7 0.2 0.4
H -0.7 0.3 1.0
H 0.2 -0.2 -0.1
H -0.2 -0.4 0.4
H 0.2 -0.4 -0.3
H 0.8 -0.3 0.0
H -1.3 0.5 -0.2
H 0.5 0.1 -0.1
H -0.7 -0.7 0.5
C 0.6 -0.9 -0.5
C 1.6 2.6 -1.2
C 0.1 -0.6 0.8
O 0.3 -2.5 -2.4
C -0.8 2.2 2.5
N -0.1 -1.2 2.2
H -0.1 0.2 -0.2
H -0.8 -0.1 0.0
H -0.2 0.0 0.3
H -1.3 0.1 -1.0
H -0.2 0.0 0.2
H 0.3 0.0 -0.2
H 0.3 1.4 0.5
H -0.5 -0.5 -0.5
H 0.3 -1.3 -0.5
H 0.1 -0.4 -0.8
H 0.6 0.4 1.0

Frontier orbital gap ... 0.16008 Ha
Highest occupied orbital energy ... -12.611 eV
Total charge ... +2
Energy relative to the best compared isomer or geometry (same formula, charge and spin) ... 0.0 kJ/mol